Entry 1:
14
Properties=species:S:1:pos:R:3:forces:R:3 method="wB97M-V/def2-TZVPD" spin_multiplicity=1
C 0.515326 0.169250 -0.078257 0.22 1.41 -0.69
C 1.814616 0.542014 -0.799396 -0.14 -2.67 0.88
C -2.254661 -1.549049 0.158496 6.14 2.86 1.46
N 0.340186 1.152245 1.026971 -2.59 -3.54 -0.57
O -0.650470 0.547799 -0.841217 0.53 -1.11 0.73
O -2.590541 1.428377 0.647515 -3.34 2.62 0.83
O 0.403138 -1.240887 0.284571 -0.30 0.22 -0.43
P -1.576042 0.464438 0.550230 3.65 -2.49 -1.79
P -0.797456 -2.297504 -0.229684 -0.49 0.66 0.56
Br 3.368367 -0.099016 0.236730 -0.52 0.51 -0.13
H 1.999441 0.102297 -1.752084 -0.39 -0.28 -0.70
H 1.741385 1.570185 -0.826980 0.54 2.21 -0.17
H -3.206506 -1.583889 -0.176502 -3.05 -0.33 -0.68
H 0.893222 0.793734 1.799607 -0.27 -0.06 0.70



Entry 2:
11
Properties=species:S:1:pos:R:3:forces:R:3 method="wB97M-V/def2-TZVPD" smiles=[SiH3]c1ncc(Br)s1 spin_multiplicity=1
Si -2.228226 0.534805 -0.287843 2.34 1.05 0.93
C -0.352084 0.148573 -0.132708 0.32 -0.09 1.03
N 0.017614 -0.895668 0.596913 -2.91 1.89 -0.81
C 1.317441 -0.999794 0.728731 2.01 0.01 -1.30
C 2.048242 -0.119179 -0.002527 0.28 1.06 -0.22
Br 3.891842 -0.071569 -0.311717 0.09 -0.13 0.23
S 1.067846 1.101284 -0.758447 -1.23 -1.94 1.01
H -2.292611 0.062497 -1.607199 -1.25 -0.83 -1.35
H -2.223196 1.996312 -0.344949 -0.36 0.34 -0.03
H -2.929261 0.105294 0.929475 -0.21 -0.40 -0.33
H 1.682397 -1.862558 1.190274 0.90 -0.96 0.84



Relative energy (zero: lowest compared OMol25 entry of this formula, charge and spin), record by record: 66.9, 0.0 kcal per mole
Frontier orbital gap, record by record: 8.6, 9.4 eV
HOMO energy, record by record: -0.3684, -0.3278 hartree